Entry from OMol25: a 13-piece molecular cluster, C45H58N12O6S overall at a distorted geometry (ωB97M-V with the def2-TZVPD basis set).

Properties
2S+1: 1
HOMO level in eV: -3.49
Energy relative to the best compared isomer or geometry (same formula, charge and spin) in kcal/mol: 69.1
Frontier orbital gap in eV: 7.86
Electronic energy in eV: -88583.297
Charge: -2

Element x y z (Å)
S (-0.336, -0.143, -0.123)
O (0.665, -0.278, -1.260)
O (-0.597, -1.438, 0.320)
O (0.287, 0.674, 0.899)
O (-1.494, 0.525, -0.643)
N (-3.058, 0.308, -2.578)
C (-2.353, 0.016, -3.803)
C (-3.462, 0.112, -4.924)
C (-4.874, 0.250, -4.052)
C (-4.489, 0.254, -2.673)
H (-2.553, 0.391, -1.776)
H (-1.101, 0.023, -3.681)
H (-3.531, 0.250, -6.067)
H (-5.853, 0.462, -4.424)
H (-5.051, 0.139, -1.836)
N (2.012, 1.709, -2.943)
C (0.998, 2.695, -3.383)
C (1.684, 3.759, -4.149)
C (3.087, 3.358, -4.254)
C (3.289, 2.074, -3.477)
H (1.834, 1.133, -2.250)
H (-0.136, 2.345, -2.882)
H (0.916, 4.556, -4.600)
H (4.086, 3.650, -4.769)
H (4.170, 1.325, -3.543)
N (0.429, -1.812, -3.329)
C (-0.456, -2.941, -3.374)
C (-0.223, -3.681, -4.666)
C (0.954, -2.931, -5.277)
C (1.343, -1.772, -4.453)
H (0.418, -1.303, -2.616)
H (-1.209, -3.133, -2.561)
H (-0.737, -4.365, -5.090)
H (1.241, -3.277, -6.293)
H (2.106, -0.968, -4.575)
N (1.892, -3.612, 0.770)
C (1.867, -4.541, 1.882)
C (2.747, -5.757, 1.385)
C (3.305, -5.331, -0.073)
C (2.772, -3.976, -0.323)
H (1.276, -2.764, 0.605)
H (1.303, -4.526, 2.739)
H (2.899, -6.816, 1.804)
H (3.746, -6.017, -0.745)
H (2.891, -3.430, -1.269)
N (-1.658, -2.291, 2.904)
C (-2.906, -2.781, 3.045)
C (-3.218, -3.015, 4.497)
C (-1.855, -2.582, 5.131)
C (-0.868, -2.210, 3.947)
H (-1.268, -2.088, 2.011)
H (-3.563, -2.845, 2.226)
H (-4.179, -3.418, 4.668)
H (-1.429, -2.624, 6.009)
H (0.057, -1.648, 3.959)
N (-0.935, 2.077, 2.899)
C (-0.624, 1.851, 4.143)
C (-1.446, 2.910, 4.987)
C (-2.261, 3.702, 3.999)
C (-1.781, 3.182, 2.606)
H (-0.564, 1.598, 2.164)
H (-0.293, 1.027, 4.462)
H (-1.335, 3.044, 6.081)
H (-2.844, 4.581, 4.082)
H (-1.964, 3.528, 1.709)
N (2.362, 3.141, 1.071)
C (3.039, 3.637, -0.003)
C (3.364, 5.078, 0.290)
C (2.705, 5.426, 1.604)
C (2.151, 4.085, 2.026)
H (1.771, 2.318, 0.828)
H (3.359, 3.171, -1.024)
H (4.051, 5.715, -0.438)
H (2.574, 6.319, 2.223)
H (1.673, 3.884, 2.996)
N (2.796, 0.103, 2.891)
C (3.277, -1.166, 3.053)
C (4.267, -1.165, 4.072)
C (4.332, 0.249, 4.576)
C (3.377, 1.028, 3.837)
H (1.923, 0.372, 2.157)
H (2.939, -1.830, 2.330)
H (4.852, -1.944, 4.389)
H (4.835, 0.713, 5.547)
H (2.967, 2.054, 3.724)
N (4.094, -0.350, -0.970)
C (4.799, 0.419, -0.014)
C (6.270, 0.125, -0.222)
C (6.382, -0.802, -1.440)
C (4.912, -1.095, -1.842)
H (2.999, -0.435, -1.078)
H (4.187, 0.944, 0.753)
H (6.985, 0.419, 0.369)
H (7.250, -1.371, -1.807)
H (4.471, -1.679, -2.699)
N (-2.479, -3.204, -0.301)
C (-3.712, -2.531, -0.760)
C (-4.759, -3.613, -0.832)
C (-4.068, -4.881, -0.250)
C (-2.578, -4.524, 0.031)
H (-1.742, -2.702, -0.275)
H (-3.630, -1.483, -1.053)
H (-5.949, -3.462, -1.167)
H (-4.502, -5.664, 0.229)
H (-1.762, -5.147, 0.554)
N (-2.275, 3.129, -1.089)
C (-1.662, 4.341, -1.368)
C (-2.774, 5.311, -1.703)
C (-4.018, 4.618, -1.392)
C (-3.646, 3.203, -1.157)
H (-1.535, 2.125, -1.066)
H (-0.502, 4.455, -1.296)
H (-2.592, 6.289, -2.023)
H (-4.995, 5.012, -1.618)
H (-4.299, 2.508, -0.861)
C (-3.591, 0.446, 1.639)
N (-4.906, -0.041, 2.111)
O (-5.335, 0.301, 3.159)
O (-5.453, -0.872, 1.336)
H (-3.000, 0.564, 2.577)
H (-3.784, 1.541, 1.160)
H (-3.181, -0.276, 1.016)